Entry from the OMol25 dataset: the molecule C6H7NO in a non-equilibrium geometry (ωB97M-V/def2-TZVPD).

```
15
Properties=species:S:1:pos:R:3:forces:R:3:lowdin_charge:R:1
C 1.500 2.086 0.392 -2.268 -9.252 0.584 0.17
C 1.144 0.809 0.520 2.854 9.119 1.262 -0.05
C 0.375 -0.138 1.279 -0.228 -2.798 0.408 -0.26
C 0.591 -1.779 1.091 -4.592 1.513 0.675 0.04
N -0.440 -0.885 0.421 -1.495 -1.306 -0.396 -0.10
C -0.554 -0.488 -0.917 3.874 -3.494 -1.900 -0.49
C -1.311 0.735 -1.370 -3.085 -2.562 1.492 0.00
O 0.105 -1.210 -1.718 -2.294 1.976 1.033 0.02
H 2.144 2.816 0.024 0.531 1.111 -0.378 0.00
H -0.209 0.069 2.175 1.053 0.845 0.274 0.14
H 1.329 -2.284 0.515 0.744 0.394 -0.514 0.07
H -0.087 -2.529 1.788 2.270 2.278 -1.381 0.15
H -1.519 0.451 -2.454 0.143 1.287 1.434 0.11
H -2.301 0.738 -0.660 2.046 0.151 -2.090 0.14
H -0.768 1.607 -1.085 0.447 0.739 -0.503 0.04
```
Positions in Å, forces in eV/Å.

Computed properties:
**ΔE to the lowest compared entry with this formula, charge and spin**: 128.50 kcal/mol
**HOMO**: -9.1 eV
**LUMO**: 0.18 eV

---

Entry from the OMol25 dataset: a structure of composition C4H6NOS in a non-equilibrium geometry (ωB97M-V/def2-TZVPD).

```
13
Properties=species:S:1:pos:R:3:forces:R:3:lowdin_charge:R:1
C -1.187 0.087 -0.073 2.235 -0.600 0.576 -0.49
C 1.128 -0.891 -0.253 -2.040 0.724 -0.449 -0.08
C -1.934 1.294 -0.424 0.173 0.747 -3.373 -0.24
C 2.252 -0.788 0.632 3.384 0.255 -1.279 -0.02
N 0.049 -0.201 -0.142 0.067 -0.930 0.389 0.16
O -3.152 0.850 0.099 -1.804 -0.833 0.075 -0.39
S -2.580 -0.666 0.567 -0.143 0.254 -0.210 1.19
H 1.233 -1.414 -1.185 0.101 -0.470 -0.456 0.15
H -1.757 2.235 0.034 1.008 0.803 0.380 0.13
H -1.863 1.432 -1.619 -0.638 -0.306 2.482 0.20
H 2.596 0.245 0.268 0.292 -1.140 0.469 0.15
H 2.079 -0.631 1.663 -0.514 -0.106 1.049 0.08
H 3.135 -1.551 0.432 -2.120 1.601 0.345 0.15
```
Positions in Å, forces in eV/Å.

Computed properties:
**ΔE to the lowest compared entry with this formula, charge and spin**: 66.11 kcal/mol
**HOMO**: -13.9 eV
**LUMO**: -4.95 eV
**Net charge**: +1